C21H14F4N | the ωB97M-V functional and the def2-TZVPD basis

Last column: natural (NBO) charge in e.
Element x y z (Å)
F -3.18281 3.07311 -2.85010  -0.310
C -2.88714 1.73083 -2.74194  0.432
C -3.94245 0.82624 -2.75572  -0.317
C -3.58870 -0.50785 -2.67567  0.421
F -4.60300 -1.44321 -2.74431  -0.309
C -2.25076 -0.94273 -2.59346  -0.273
C -1.19929 -0.01009 -2.36065  0.004
C 0.11994 -0.43948 -1.58665  -0.315
C 0.21295 -0.06220 -0.06898  0.664
N 0.20837 0.23649 1.06443  -0.215
C 0.33527 0.76514 2.44582  -0.258
C -0.03675 -0.16218 3.59788  -0.084
C 0.95419 -0.92248 4.25116  -0.189
C 0.57965 -1.85659 5.22086  -0.198
C -0.73559 -1.93599 5.66051  -0.178
C -1.67646 -1.05062 5.14982  -0.187
C -1.32031 -0.11015 4.17909  -0.193
C 1.43987 -0.01683 -2.34217  0.008
C 2.47890 -0.94787 -2.62648  -0.277
C 3.81683 -0.51492 -2.71814  0.425
F 4.82943 -1.44888 -2.81467  -0.308
C 4.17102 0.82071 -2.77636  -0.319
C 3.12522 1.72922 -2.68591  0.435
F 3.41326 3.07251 -2.79477  -0.310
C 1.77887 1.33982 -2.54978  -0.302
C -1.53727 1.33612 -2.67033  -0.292
H -4.97596 1.15932 -2.82465  0.271
H -2.05886 -2.01540 -2.61916  0.243
H 0.10316 -1.51058 -1.45999  0.284
H -0.29082 1.65965 2.53000  0.263
H 1.37363 1.07838 2.60150  0.263
H 2.00901 -0.76194 3.97885  0.221
H 1.33758 -2.49635 5.65084  0.233
H -1.01702 -2.65762 6.41501  0.235
H -2.69047 -1.05769 5.52456  0.231
H -2.01871 0.67580 3.85144  0.221
H 2.28224 -2.01876 -2.69015  0.244
H 5.20113 1.15223 -2.88248  0.272
H 1.01439 2.12254 -2.50967  0.232
H -0.77253 2.11230 -2.77960  0.235

Its total energy is -34354.5973 eV. Its total charge is +1. Its SMILES is Fc1cc(F)cc(C(C#[N+]Cc2ccccc2)c2cc(F)cc(F)c2)c1. As for the HOMO energy: -0.461 Eh. As for the relative energy (zero: lowest compared OMol25 entry of this formula, charge and spin): 21.9 kJ/mol.


C5H9F2O4P | the ωB97M-V functional and the def2-TZVPD basis

Last column: natural (NBO) charge in e.
Element x y z (Å)
C -2.23790 -1.34939 0.55442  -0.277
O -2.00732 0.05729 0.66321  -0.810
P -0.77754 0.60150 -0.19194  2.566
O -0.71973 0.03789 -1.54585  -1.099
O -0.98998 2.12080 0.17556  -0.803
C -0.40935 3.25451 -0.49015  -0.279
O 0.54734 0.23427 0.61902  -0.806
C 1.48594 -0.74695 0.27468  0.145
C 0.97011 -2.18662 0.18399  -0.662
C 2.69161 -0.34942 -0.01471  0.689
F 3.57685 -1.21476 -0.40431  -0.302
F 3.31118 0.80473 0.16300  -0.295
H -3.38547 -1.46894 0.79001  0.211
H -1.49408 -1.80852 1.32895  0.187
H -1.97192 -1.46144 -0.47383  0.211
H -1.14706 4.22173 -0.35261  0.203
H -0.38880 3.18370 -1.64764  0.210
H 0.61791 3.51742 -0.01415  0.205
H 0.08826 -2.00964 -0.53249  0.242
H 1.69000 -2.83945 -0.26627  0.242
H 0.54997 -2.59870 1.18111  0.224

Its total energy is -28244.9157 eV. Its SMILES is COP(=O)(OC)OC(C)=C(F)F. As for the HOMO energy: -0.347 Eh. As for the relative energy (zero: lowest compared OMol25 entry of this formula, charge and spin): 0.0 kJ/mol.


C2H15NO4 | the ωB97M-V functional and the def2-TZVPD basis

Last column: natural (NBO) charge in e.
Element x y z (Å)
C 0.41322 -0.72046 -3.22422  -0.419
N -0.89523 -1.46075 -3.29514  -0.649
C -0.65840 -2.85555 -3.62482  -0.428
H 0.79263 -0.92541 -2.22690  0.202
H 1.09246 -1.17517 -3.94498  0.176
H 0.28267 0.32674 -3.46900  0.208
H -1.45840 -0.99436 -3.98525  0.364
H -1.41278 -3.30490 -4.26933  0.205
H -0.67330 -3.43062 -2.68871  0.193
H 0.30934 -3.13746 -4.05235  0.181
O -1.52148 -0.69990 -0.62002  -0.979
H -2.43916 -0.85735 -0.44468  0.456
H -1.50520 -1.00446 -1.56773  0.489
O 2.85132 1.93700 5.32285  -0.953
H 3.14478 1.73666 6.21567  0.469
H 2.16741 1.25958 5.13552  0.480
O 0.15836 0.64856 4.87674  -0.958
H -0.52967 0.16541 4.44489  0.483
H 0.34224 1.45938 4.40054  0.479
O -0.44293 2.70765 -0.65321  -0.930
H -0.67281 2.50731 0.24648  0.464
H 0.22097 2.03708 -0.82575  0.466

Its total energy is -11996.7736 eV. Its SMILES is CNC.O.O.O.O. As for the HOMO energy: -0.355 Eh. As for the relative energy (zero: lowest compared OMol25 entry of this formula, charge and spin): 133.0 kJ/mol.


C4H14N3 | the ωB97M-V functional and the def2-TZVPD basis

Last column: natural (NBO) charge in e.
Element x y z (Å)
C -1.64585 -1.61945 0.07190  -0.668
C 1.88095 -1.01814 -0.42388  -0.623
C -1.32378 -0.18918 -0.11018  0.218
C 1.75748 0.15706 0.53430  -0.227
N -1.90461 2.08201 -0.31440  -0.638
N -2.17061 0.78003 0.09520  -0.262
N 1.14241 1.44222 -0.03070  -0.876
H -1.64065 -1.96216 -0.88264  0.258
H -2.60927 -1.65100 0.52378  0.231
H -0.86719 -2.18799 0.65484  0.272
H 1.12967 -0.96784 -1.23426  0.195
H 1.79749 -1.84940 0.20312  0.226
H 2.86536 -1.03576 -0.81675  0.230
H 1.02214 -0.14606 1.28544  0.169
H 2.71216 0.25264 0.92769  0.209
H -2.38591 2.89354 0.13077  0.409
H -0.90737 2.33509 -0.38286  0.423
H -3.22395 0.57291 0.18665  0.446
H -0.29910 0.09017 -0.43288  0.266
H 1.82010 1.53740 -0.83728  0.365
H 1.50649 2.18921 0.47973  0.375

Its total energy is -8836.6345 eV. Its total charge is +1. As for the HOMO energy: -0.520 Eh. As for the relative energy (zero: lowest compared OMol25 entry of this formula, charge and spin): 326.9 kJ/mol.


CH9NO3 | the ωB97M-V functional and the def2-TZVPD basis

Last column: Löwdin spin population.
Element x y z (Å)
C 0.69140 1.22951 -2.17231  0.141
N 0.98713 -0.00167 -2.26606  0.079
H 0.82109 1.76285 -1.22484  0.037
H 0.40427 1.90751 -2.98589  0.030
H 0.48616 -0.49385 -3.00094  0.006
H -2.03364 1.27364 -0.50697  0.132
H -1.97518 0.22040 0.54770  0.100
O -1.68916 0.35943 -0.38391  0.323
H 0.04263 -1.14896 3.55156  0.009
H 0.08018 -2.61422 3.02382  0.005
O 0.06290 -2.07319 3.81593  0.033
H 1.41365 -0.13897 0.19543  0.006
H -0.07910 -0.11810 0.47823  0.026
O 0.78768 -0.16439 0.92826  0.072

Its total energy is -8813.6768 eV. The expectation value of S² is 0.75. Its multiplicity is 2. Its total charge is -1. As for the HOMO energy (alpha / beta): 0.024 / -0.225 Eh. As for the relative energy (zero: lowest compared OMol25 entry of this formula, charge and spin): 94.1 kJ/mol.


CsH4O2 | the ωB97M-V functional and the def2-TZVPD basis

Last column: Mulliken charge in e.
Element x y z (Å)
Cs 0.69442 0.83343 -0.94235  0.661
O 1.07713 0.39977 0.93439  -0.600
H 1.44546 -0.40960 1.28863  0.396
H 0.69729 0.84280 1.69312  0.397
O -0.97128 -0.35223 -0.99772  -0.590
H -1.83190 -0.05661 -0.70081  0.378
H -1.11110 -1.25759 -1.27524  0.358

Its total energy is -4696.0572 eV. Its total charge is +1. As for the HOMO energy: -0.546 Eh. As for the relative energy (zero: lowest compared OMol25 entry of this formula, charge and spin): 681.3 kJ/mol.